Entry 1:
This record from OMol25 describes the molecule C6H6N4O2 in a non-equilibrium geometry. The level of theory is ωB97M-V/def2-TZVPD.

Geometry as ORCA input:
```
! wB97M-V def2-TZVPD RIJCOSX def2/J DEFGRID3
* xyz 0 1
H -1.030 -0.689 -1.246
C -0.139 -0.135 1.333
O 3.473 1.994 -0.524
H -0.035 1.023 -1.266
C -0.108 -0.049 -1.269
C 0.618 -0.416 0.008
N 2.386 1.606 -0.104
C 1.989 0.256 -0.116
H 0.294 -0.457 -2.246
C 2.878 -0.800 -0.003
C 4.306 -0.658 0.139
N 2.204 -2.054 -0.064
O 1.551 2.370 0.428
N 0.985 -1.841 -0.054
H -0.113 0.805 1.727
N 5.436 -0.643 0.325
H -1.106 -0.542 1.510
H 0.514 -0.718 2.079
*
```

## Properties
HOMO: -10.8 eV
LUMO level: -2.23 eV
Relative energy (zero: lowest compared OMol25 entry of this formula, charge and spin): 646.5 kJ/mol
HOMO-LUMO gap: 8.57 eV
SMILES: CC1(C)N=NC(C#N)=C1[N+](=O)[O-]

---

Entry 2:
This record from OMol25 describes a structure of composition C6H6N4S in a non-equilibrium geometry. The level of theory is ωB97M-V/def2-TZVPD.

Geometry as ORCA input:
```
! wB97M-V def2-TZVPD RIJCOSX def2/J DEFGRID3
* xyz 0 1
C 0.828 -0.781 0.029
C 3.315 -0.448 0.064
S 3.563 -2.042 -0.379
H 4.573 2.459 0.074
C -0.227 1.200 0.065
N -0.326 -0.106 0.013
H -2.016 -0.453 1.269
C 1.708 1.297 0.215
H -1.481 -1.836 0.162
C 3.779 1.833 0.115
C -1.588 -0.734 0.178
H 1.009 -1.895 -0.071
H -2.315 -0.261 -0.578
N 2.506 2.255 0.081
H -0.891 1.812 0.578
N 1.929 -0.017 0.070
N 4.189 0.550 0.264
*
```

## Properties
HOMO (alpha / beta): -7.8 / -7.8 eV
LUMO level (alpha / beta): -0.46 / -0.46 eV
Relative energy (zero: lowest compared OMol25 entry of this formula, charge and spin): 477.7 kJ/mol
HOMO-LUMO gap (alpha / beta): 7.29 / 7.29 eV

---

Entry 3:
This record from OMol25 describes the molecule C6H6N6 in a non-equilibrium geometry. The level of theory is ωB97M-V/def2-TZVPD.

Geometry as ORCA input:
```
! wB97M-V def2-TZVPD RIJCOSX def2/J DEFGRID3
* xyz 0 1
N -1.131 -0.931 -0.791
C 0.350 -1.071 -0.598
H 0.883 -1.878 -1.135
H -0.410 1.861 -1.920
H -0.931 2.308 1.016
H 0.851 -1.931 1.341
H -1.308 -1.149 2.343
C -0.474 1.172 -1.114
N -1.805 -1.114 0.345
C -0.943 -1.035 1.334
C -0.248 1.803 0.367
N 1.400 0.062 1.225
H 1.429 0.185 -1.966
N 0.899 1.515 0.921
C 0.480 -1.066 0.906
C 0.848 0.258 -1.063
N 1.649 0.748 0.041
N -1.540 0.264 -1.251
*
```

## Properties
HOMO (alpha / beta): -8.5 / -7.8 eV
LUMO level (alpha / beta): -0.47 / -0.28 eV
Relative energy (zero: lowest compared OMol25 entry of this formula, charge and spin): 936.9 kJ/mol
HOMO-LUMO gap (alpha / beta): 8.05 / 7.55 eV

---

Which formula does entry 3 have? C6H6N6

---

Copy entry 3 word for word.
This record from OMol25 describes the molecule C6H6N6 in a non-equilibrium geometry. The level of theory is ωB97M-V/def2-TZVPD.

Geometry as ORCA input:
```
! wB97M-V def2-TZVPD RIJCOSX def2/J DEFGRID3
* xyz 0 1
N -1.131 -0.931 -0.791
C 0.350 -1.071 -0.598
H 0.883 -1.878 -1.135
H -0.410 1.861 -1.920
H -0.931 2.308 1.016
H 0.851 -1.931 1.341
H -1.308 -1.149 2.343
C -0.474 1.172 -1.114
N -1.805 -1.114 0.345
C -0.943 -1.035 1.334
C -0.248 1.803 0.367
N 1.400 0.062 1.225
H 1.429 0.185 -1.966
N 0.899 1.515 0.921
C 0.480 -1.066 0.906
C 0.848 0.258 -1.063
N 1.649 0.748 0.041
N -1.540 0.264 -1.251
*
```

## Properties
HOMO (alpha / beta): -8.5 / -7.8 eV
LUMO level (alpha / beta): -0.47 / -0.28 eV
Relative energy (zero: lowest compared OMol25 entry of this formula, charge and spin): 936.9 kJ/mol
HOMO-LUMO gap (alpha / beta): 8.05 / 7.55 eV

---

Look up the relative energy (zero: lowest compared OMol25 entry of this formula, charge and spin) of the third one. 936.9 kJ/mol